The molecule C29H30N6S at a distorted geometry. Source: OMol25; level of theory: ωB97M-V/def2-TZVPD.

Bonds (Å) are listed after each position.
Geometry (Å):
1 C 6.56 -0.25 -0.87  C2 1.499, H37 1.090, H38 1.089, H39 1.087
2 C 5.11 -0.07 -1.20  C1 1.499, C3 1.391, C36 1.389
3 C 4.52 1.18 -1.12  C2 1.391, C4 1.379, H40 1.081
4 C 3.18 1.35 -1.41  C3 1.379, C5 1.394, H41 1.080
5 C 2.39 0.27 -1.79  C4 1.394, C6 1.457, C35 1.391
6 C 0.97 0.47 -2.06  C5 1.457, C7 1.359, N34 1.371
7 C 0.19 -0.31 -2.85  C6 1.359, S8 1.729, H42 1.069
8 S -1.44 0.27 -2.88  C7 1.729, C9 1.774
9 C -0.91 1.59 -1.81  S8 1.774, N10 1.349, N34 1.288
10 N -1.76 2.57 -1.43  C9 1.349, C11 1.453, C33 1.441
11 C -1.38 3.43 -0.32  N10 1.453, C12 1.545, H43 1.091, H44 1.096
12 C -2.47 3.36 0.77  C11 1.545, N13 1.448, H45 1.093, H46 1.091
13 N -3.10 2.05 0.85  C12 1.448, C14 1.454, C32 1.460
14 C -2.21 1.00 1.29  N13 1.454, C15 1.530, H47 1.100, H48 1.094
15 C -3.00 -0.14 1.95  C14 1.530, C16 1.533, H49 1.090, H50 1.091
16 C -2.07 -1.24 2.45  C15 1.533, N17 1.439, H51 1.093, H52 1.095
17 N -1.26 -1.79 1.39  C16 1.439, C18 1.375, C31 1.375
18 C 0.05 -1.49 1.09  N17 1.375, C19 1.463, N25 1.303
19 C 0.90 -0.71 1.98  C18 1.463, C20 1.394, C24 1.392
20 C 1.16 -1.13 3.29  C19 1.394, C21 1.385, H53 1.080
21 C 1.99 -0.36 4.08  C20 1.385, N22 1.322, H54 1.083
22 N 2.56 0.76 3.66  C21 1.322, C23 1.322
23 C 2.32 1.15 2.42  N22 1.322, C24 1.385, H55 1.082
24 C 1.50 0.47 1.54  C19 1.392, C23 1.385, H56 1.077
25 N 0.45 -2.00 -0.04  C18 1.303, C26 1.369
26 C -0.63 -2.66 -0.56  N25 1.369, C27 1.390, C31 1.415
27 C -0.77 -3.39 -1.73  C26 1.390, C28 1.378, H57 1.078
28 C -2.00 -3.95 -2.00  C27 1.378, C29 1.396, H58 1.080
29 C -3.08 -3.80 -1.13  C28 1.396, C30 1.380, H59 1.080
30 C -2.97 -3.09 0.05  C29 1.380, C31 1.386, H60 1.080
31 C -1.73 -2.53 0.33  N17 1.375, C26 1.415, C30 1.386
32 C -3.82 1.76 -0.39  N13 1.460, C33 1.545, H61 1.096, H62 1.090
33 C -3.18 2.45 -1.62  N10 1.441, C32 1.545, H63 1.091, H64 1.094
34 N 0.33 1.53 -1.49  C6 1.371, C9 1.288
35 C 2.98 -0.99 -1.86  C5 1.391, C36 1.381, H65 1.078
36 C 4.32 -1.16 -1.56  C2 1.389, C35 1.381, H66 1.081
37 H 6.73 -0.02 0.19  C1 1.090
38 H 7.17 0.43 -1.46  C1 1.089
39 H 6.88 -1.27 -1.06  C1 1.087
40 H 5.12 2.03 -0.84  C3 1.081
41 H 2.73 2.33 -1.36  C4 1.080
42 H 0.45 -1.18 -3.42  C7 1.069
43 H -0.42 3.09 0.05  C11 1.091
44 H -1.27 4.46 -0.69  C11 1.096
45 H -3.26 4.08 0.57  C12 1.093
46 H -2.03 3.60 1.74  C12 1.091
47 H -1.60 0.59 0.47  C14 1.100
48 H -1.52 1.42 2.03  C14 1.094
49 H -3.57 0.27 2.79  C15 1.090
50 H -3.70 -0.56 1.23  C15 1.091
51 H -1.40 -0.84 3.22  C16 1.093
52 H -2.66 -2.05 2.89  C16 1.095
53 H 0.74 -2.05 3.66  C20 1.080
54 H 2.22 -0.65 5.09  C21 1.083
55 H 2.81 2.07 2.12  C23 1.082
56 H 1.33 0.83 0.54  C24 1.077
57 H 0.07 -3.52 -2.40  C27 1.078
58 H -2.14 -4.52 -2.91  C28 1.080
59 H -4.03 -4.25 -1.39  C29 1.080
60 H -3.80 -3.00 0.73  C30 1.080
61 H -4.86 2.09 -0.28  C32 1.096
62 H -3.83 0.68 -0.54  C32 1.090
63 H -3.39 1.88 -2.53  C33 1.091
64 H -3.58 3.46 -1.74  C33 1.094
65 H 2.37 -1.85 -2.10  C35 1.078
66 H 4.76 -2.14 -1.61  C36 1.081

For the HOMO energy, the calculation gives -7.39 eV. The value obtained for the frontier orbital gap is 7.94 eV. Its total energy is -1849.84948 Eh. Its lowest unoccupied orbital energy is 0.6 eV. Its net charge is 0.

A cluster of 12 separate species, C34H93F2N2O15P2S3 in total. Source: OMol25; level of theory: ωB97M-V/def2-TZVPD.

Bonds (Å) are listed after each position.
Geometry (Å):
1 C 6.33 1.02 0.22  C2 1.531, H26 1.091, H27 1.092, H28 1.087
2 C 5.50 -0.20 0.64  C1 1.531, C3 1.522, H29 1.092, H30 1.090
3 C 4.07 -0.07 0.15  C2 1.522, F4 1.420, C5 1.527, H31 1.094
4 F 3.98 0.78 -0.98  C3 1.420
5 C 3.40 -1.34 -0.36  C3 1.527, N6 1.514, C22 1.520, H32 1.091
6 N 1.95 -0.97 -0.58  C5 1.514, C7 1.512, H33 1.029, H34 1.024
7 C 0.97 -2.09 -0.85  N6 1.512, F8 1.378, C9 1.514, C17 1.533
8 F 0.49 -2.42 0.40  C7 1.378
9 C -0.19 -1.56 -1.67  C7 1.514, C10 1.545, H35 1.093, H36 1.091
10 C -0.94 -0.38 -1.01  C9 1.545, C11 1.535, H37 1.094, H38 1.091
11 C -2.46 -0.55 -1.11  C10 1.535, C12 1.535, H39 1.088, H40 1.088
12 C -3.06 -1.17 0.16  C11 1.535, S13 1.784, H41 1.088, H42 1.093
13 S -4.31 -2.40 -0.14  C12 1.784, O14 1.431, O15 1.434, O16 1.585
14 O -4.25 -3.40 0.88  S13 1.431
15 O -4.25 -2.80 -1.52  S13 1.434
16 O -5.59 -1.50 0.09  S13 1.585, H43 0.980
17 C 1.70 -3.33 -1.38  C7 1.533, P18 1.860, C20 1.551, H44 1.095
18 P 2.39 -3.25 -3.11  C17 1.860, S19 1.920, H45 1.405, H46 1.402
19 S 2.50 -4.90 -4.08  P18 1.920
20 C 2.66 -3.80 -0.25  C17 1.551, S21 1.826, C22 1.567, H47 1.088
21 S 3.66 -5.25 -0.72  C20 1.826, H48 1.339
22 C 3.52 -2.66 0.39  C5 1.520, C20 1.567, P23 1.896, H49 1.090
23 P 3.15 -2.72 2.24  C22 1.896, N24 1.720, O25 1.641
24 N 2.43 -1.17 2.46  P23 1.720, H50 1.021, H51 1.017
25 O 4.67 -2.44 2.77  P23 1.641, H52 0.973
26 H 5.75 1.94 0.35  C1 1.091
27 H 7.20 1.11 0.88  C1 1.092
28 H 6.71 0.96 -0.80  C1 1.087
29 H 5.95 -1.11 0.25  C2 1.092
30 H 5.48 -0.25 1.73  C2 1.090
31 H 3.44 0.42 0.90  C3 1.094
32 H 3.83 -1.46 -1.36  C5 1.091
33 H 1.61 -0.45 0.25  N6 1.029
34 H 1.91 -0.32 -1.37  N6 1.024
35 H -0.88 -2.40 -1.80  C9 1.093
36 H 0.17 -1.26 -2.65  C9 1.091
37 H -0.65 -0.27 0.04  C10 1.094
38 H -0.66 0.55 -1.52  C10 1.091
39 H -2.92 0.42 -1.29  C11 1.088
40 H -2.70 -1.18 -1.96  C11 1.088
41 H -3.51 -0.41 0.80  C12 1.088
42 H -2.32 -1.69 0.77  C12 1.093
43 H -6.37 -2.06 0.26  O16 0.980
44 H 0.92 -4.09 -1.48  C17 1.095
45 H 3.58 -2.51 -2.99  P18 1.405
46 H 1.54 -2.31 -3.71  P18 1.402
47 H 1.99 -4.17 0.52  C20 1.088
48 H 3.53 -5.85 0.47  S21 1.339
49 H 4.57 -2.95 0.28  C22 1.090
50 H 3.13 -0.46 2.71  N24 1.021
51 H 1.81 -1.17 3.27  N24 1.017
52 H 4.72 -1.62 3.30  O25 0.973
53 C 2.41 3.31 4.70  C54 1.513, H56 1.091, H57 1.088, H58 1.092
54 C 2.22 2.14 3.76  C53 1.513, O55 1.429, H59 1.095, H60 1.093
55 O 2.01 0.91 4.46  C54 1.429, H61 0.967
56 H 3.26 3.12 5.37  C53 1.091
57 H 2.59 4.23 4.15  C53 1.088
58 H 1.52 3.44 5.32  C53 1.092
59 H 3.12 1.99 3.15  C54 1.095
60 H 1.38 2.34 3.08  C54 1.093
61 H 1.23 1.01 5.03  O55 0.967
62 C 0.55 -7.45 -7.54  C63 1.517, H65 1.090, H66 1.091, H67 1.093
63 C 1.45 -8.52 -6.94  C62 1.517, O64 1.425, H68 1.089, H69 1.096
64 O 2.83 -8.24 -7.18  C63 1.425, H70 0.963
65 H 0.72 -7.37 -8.62  C62 1.090
66 H -0.50 -7.68 -7.37  C62 1.091
67 H 0.77 -6.48 -7.10  C62 1.093
68 H 1.26 -9.49 -7.40  C63 1.089
69 H 1.26 -8.61 -5.87  C63 1.096
70 H 3.02 -7.39 -6.77  O64 0.963
71 C -9.65 -0.68 2.89  C72 1.513, H74 1.091, H75 1.089, H76 1.093
72 C -8.56 -0.75 1.85  C71 1.513, O73 1.434, H77 1.089, H78 1.094
73 O -8.27 -2.09 1.45  C72 1.434, H79 0.963
74 H -9.38 -1.27 3.77  C71 1.091
75 H -9.83 0.35 3.18  C71 1.089
76 H -10.59 -1.09 2.50  C71 1.093
77 H -7.62 -0.35 2.24  C72 1.089
78 H -8.83 -0.15 0.97  C72 1.094
79 H -9.07 -2.48 1.08  O73 0.963
80 C -11.54 3.85 2.98  C81 1.516, H83 1.090, H84 1.090, H85 1.092
81 C -10.47 3.70 1.92  C80 1.516, O82 1.427, H86 1.089, H87 1.095
82 O -10.26 2.34 1.55  C81 1.427, H88 0.963
83 H -11.29 3.28 3.87  C80 1.090
84 H -11.66 4.90 3.27  C80 1.090
85 H -12.51 3.50 2.61  C80 1.092
86 H -9.51 4.05 2.30  C81 1.089
87 H -10.72 4.30 1.04  C81 1.095
88 H -11.09 2.00 1.20  O82 0.963
89 C 6.32 5.36 0.56  C90 1.513, H92 1.089, H93 1.090, H94 1.094
90 C 5.98 5.15 2.01  C89 1.513, O91 1.432, H95 1.088, H96 1.094
91 O 4.81 4.33 2.15  C90 1.432, H97 0.963
92 H 5.49 5.83 0.04  C89 1.089
93 H 7.20 6.00 0.44  C89 1.090
94 H 6.52 4.41 0.06  C89 1.094
95 H 5.74 6.09 2.51  C90 1.088
96 H 6.81 4.68 2.55  C90 1.094
97 H 5.02 3.48 1.74  O91 0.963
98 C -4.83 -0.41 -4.31  C99 1.513, H101 1.092, H102 1.090, H103 1.091
99 C -3.87 0.61 -4.89  C98 1.513, O100 1.434, H104 1.089, H105 1.093
100 O -2.60 0.59 -4.22  C99 1.434, H106 0.963
101 H -5.00 -0.22 -3.24  C98 1.092
102 H -5.79 -0.38 -4.82  C98 1.090
103 H -4.42 -1.41 -4.41  C98 1.091
104 H -4.26 1.62 -4.77  C99 1.089
105 H -3.73 0.43 -5.96  C99 1.093
106 H -2.25 -0.29 -4.36  O100 0.963
107 C 7.30 -0.29 5.14  C108 1.513, H110 1.091, H111 1.090, H112 1.092
108 C 6.55 0.70 4.27  C107 1.513, O109 1.436, H113 1.090, H114 1.093
109 O 5.28 0.19 3.83  C108 1.436, H115 0.966
110 H 7.46 -1.23 4.60  C107 1.091
111 H 8.27 0.11 5.44  C107 1.090
112 H 6.73 -0.52 6.05  C107 1.092
113 H 7.11 0.92 3.36  C108 1.090
114 H 6.40 1.64 4.80  C108 1.093
115 H 4.74 0.06 4.62  O109 0.966
116 C 1.50 2.87 -0.46  C117 1.521, H119 1.097, H120 1.092, H121 1.091
117 C 1.02 4.18 0.14  C116 1.521, O118 1.421, H122 1.090, H123 1.093
118 O 1.53 4.37 1.45  C117 1.421, H124 0.967
119 H 1.20 2.07 0.23  C116 1.097
120 H 1.08 2.69 -1.44  C116 1.092
121 H 2.59 2.87 -0.55  C116 1.091
122 H -0.07 4.18 0.24  C117 1.090
123 H 1.30 5.02 -0.51  C117 1.093
124 H 2.49 4.40 1.41  O118 0.967
125 C 3.97 7.20 -2.52  C126 1.516, H128 1.090, H129 1.091, H130 1.092
126 C 4.21 5.74 -2.86  C125 1.516, O127 1.429, H131 1.090, H132 1.094
127 O 3.19 4.88 -2.36  C126 1.429, H133 0.964
128 H 3.88 7.33 -1.44  C125 1.090
129 H 4.78 7.83 -2.89  C125 1.091
130 H 3.04 7.55 -2.97  C125 1.092
131 H 5.14 5.38 -2.41  C126 1.090
132 H 4.31 5.62 -3.95  C126 1.094
133 H 2.36 5.17 -2.75  O127 0.964
134 C -1.35 0.16 8.49  C135 1.513, H137 1.090, H138 1.090, H139 1.093
135 C -1.27 0.92 7.18  C134 1.513, O136 1.435, H140 1.089, H141 1.094
136 O 0.08 1.00 6.69  C135 1.435, H142 0.965
137 H -0.72 0.63 9.24  C134 1.090
138 H -2.38 0.14 8.86  C134 1.090
139 H -1.02 -0.87 8.36  C134 1.093
140 H -1.59 1.95 7.31  C135 1.089
141 H -1.92 0.46 6.43  C135 1.094
142 H 0.39 0.09 6.61  O136 0.965
143 C -4.22 -4.70 -7.06  C144 1.516, H146 1.091, H147 1.091, H148 1.092
144 C -4.97 -3.51 -6.49  C143 1.516, O145 1.427, H149 1.090, H150 1.095
145 O -4.41 -2.27 -6.91  C144 1.427, H151 0.963
146 H -3.17 -4.67 -6.78  C143 1.091
147 H -4.65 -5.64 -6.70  C143 1.091
148 H -4.28 -4.70 -8.15  C143 1.092
149 H -4.90 -3.51 -5.40  C144 1.090
150 H -6.03 -3.56 -6.75  C144 1.095
151 H -4.48 -2.22 -7.87  O145 0.963

For the HOMO energy, the calculation gives -11.22 eV. The value obtained for the frontier orbital gap is 9.17 eV. Its total energy is -4666.07466 Eh. Its lowest unoccupied orbital energy is -2.1 eV. Its net charge is +1.

A cluster of 3 separate species, C3H7Br3Si in total at a distorted geometry. Source: OMol25; level of theory: ωB97M-V/def2-TZVPD.

Bonds (Å) are listed after each position.
Geometry (Å):
1 C -0.66 -0.65 -1.40  C3 1.456, H8 1.098, H9 1.144, H10 1.143
2 C 1.34 0.38 -0.21  C3 1.407, H11 1.101, H12 1.029
3 C -0.02 0.36 -0.57  C1 1.456, C2 1.407, H13 1.110
4 Si -0.53 -0.21 2.34  Br6 2.185, Br7 2.247, H14 1.422
5 Br 0.57 1.55 -3.18  no bonds
6 Br -0.83 1.88 2.90  Si4 2.185
7 Br 1.05 -1.42 3.39  Si4 2.247
8 H -1.40 -0.31 -2.14  C1 1.098
9 H 0.08 -1.29 -1.98  C1 1.144
10 H -1.25 -1.33 -0.70  C1 1.143
11 H 1.86 1.24 0.25  C2 1.101
12 H 1.85 -0.43 -0.58  C2 1.029
13 H -0.46 1.33 -0.28  C3 1.110
14 H -1.62 -1.10 2.17  Si4 1.422

For the HOMO energy (spin up / spin down), the calculation gives -9.17 / -7.27 eV. The value obtained for the frontier orbital gap (spin up / spin down) is 7.66 / 4.53 eV. Its total energy is -8129.98012 Eh. Its energy above the lowest of the compared OMol25 structures with the same formula, charge and spin is 125.04 kcal/mol. Its lowest unoccupied orbital energy (spin up / spin down) is -1.5 / -2.7 eV. Its net charge is 0.